The following is a DFT calculation (ωB97M-V/def2-TZVPD) of a molecular structure, C12H27Cl2O2P2Tc at a distorted geometry.

The geometry in XYZ format:
```
46
Properties=species:S:1:pos:R:3:forces:R:3:lowdin_spin:R:1
C 0.668 -3.758 -2.771 -0.3811 -0.6028 -0.0081 0.001
C 0.765 -2.999 -1.500 -1.7202 1.8784 -0.0463 0.001
H -0.286 -4.285 -2.761 0.0129 -0.0308 -0.0930 0.000
H 1.479 -4.480 -2.769 0.0848 -0.0379 -0.5506 0.000
H 0.675 -3.103 -3.678 0.3494 -0.4385 0.8687 0.000
O -0.164 -2.512 -0.881 0.9918 -0.5947 -0.5386 0.010
Cl 2.384 -2.535 -1.061 0.6517 0.0451 0.1919 0.003
Tc -0.479 1.544 -0.432 2.0207 2.2627 1.6377 2.071
P -0.100 1.222 -2.659 0.8977 -0.6596 -4.6021 0.055
C -1.470 1.867 -3.671 -0.7701 0.2520 0.9270 0.019
C 1.315 2.323 -3.065 0.0938 0.4222 1.4065 0.029
H 1.319 -0.646 -3.348 -0.2905 0.0706 -0.1083 0.000
H 0.549 0.214 -4.723 -0.1425 0.0547 0.4520 0.002
H -0.419 -0.942 -3.747 0.3086 0.1781 0.0225 0.000
C 0.385 -0.191 -3.710 -0.1067 -1.0355 0.7801 0.029
H 2.190 1.967 -2.497 -0.0594 0.2999 -0.3284 0.000
H 1.504 2.226 -4.143 -0.1870 -0.0571 0.2504 0.003
H -1.106 1.998 -4.694 0.1277 -0.0122 0.1740 0.001
H -1.829 2.822 -3.272 -0.0579 -0.0392 -0.2520 0.000
H 1.071 3.358 -2.792 0.2827 -0.1602 -0.1801 0.000
H -2.288 1.136 -3.663 0.0902 0.1617 -0.1086 0.000
C -2.326 1.145 -0.646 -8.3810 -3.2823 -1.2406 0.074
O -3.447 0.809 -0.793 6.1991 2.1929 0.8675 0.169
Cl -0.436 3.683 0.023 0.0904 0.0733 -0.1423 0.346
C 0.878 -2.266 2.249 0.5363 -0.2775 -0.5660 0.005
C -0.341 -1.374 2.220 -0.5873 -1.1620 -0.8581 0.028
P -0.309 0.298 1.507 0.2090 -1.3578 3.8236 0.047
C -1.645 1.154 2.522 -0.7000 0.6678 -1.3621 0.021
C -1.780 0.806 4.001 0.2862 -0.3272 0.4395 0.005
C 1.299 0.941 2.200 0.5281 0.7111 -1.9146 0.051
C 1.548 0.699 3.674 -0.4048 -0.0354 0.7043 0.012
H 1.060 -2.707 1.279 0.0373 -0.0398 -0.1196 0.000
H 0.688 -3.093 2.932 -0.1275 0.0520 0.1063 0.002
H 1.802 -1.796 2.569 0.0074 0.1756 0.1217 0.001
H -1.142 -1.884 1.676 -0.1049 -0.1758 0.1059 0.000
H -0.689 -1.265 3.247 -0.1136 0.6038 -0.1913 0.003
H -1.511 2.239 2.374 -0.0986 -0.2833 0.1389 0.001
H -2.576 0.871 2.002 0.0911 0.1589 0.2812 -0.001
H -0.934 1.143 4.607 -0.2688 -0.0544 -0.1719 0.000
H -2.685 1.298 4.369 0.1185 0.0897 -0.1362 0.003
H -1.929 -0.263 4.159 -0.0714 0.2194 0.0517 0.000
H 2.025 0.397 1.578 0.0842 0.1532 0.1470 0.003
H 1.354 2.006 1.928 0.3143 -0.1587 0.2629 0.000
H 1.206 -0.273 4.021 0.0417 0.0604 0.0008 0.001
H 2.626 0.736 3.840 0.0889 0.0422 -0.1597 0.006
H 1.101 1.470 4.298 0.0289 -0.0028 -0.0832 0.000
```
Positions in Å, forces in eV/Å.

E_LUMO (alpha / beta): -0.5055 / -0.5647 Ha
energy relative to the best compared isomer or geometry (same formula, charge and spin): 30.0 kJ/mol
net charge: +3
spin multiplicity: 4
energy: -2306.6041 hartree
frontier orbital gap (alpha / beta): 5.4 / 3.8 eV


The following is a DFT calculation (ωB97M-V/def2-TZVPD) of a molecular structure, C12H27ClIN2P2W at a distorted geometry.

The geometry in XYZ format:
```
46
Properties=species:S:1:pos:R:3:forces:R:3:lowdin_spin:R:1
C -1.324 -0.024 -4.411 -0.1264 0.2080 -0.1123 0.026
I -1.411 -0.347 -2.106 -1.6786 -0.5904 -2.4382 0.041
H -0.313 0.081 -4.782 0.3294 -0.0160 0.5203 0.001
H -1.934 0.849 -4.531 -0.1949 0.4746 0.1159 0.003
H -1.823 -0.916 -4.766 -0.0185 -0.3233 0.4039 -0.001
W 0.267 0.044 -0.200 3.9781 -0.2513 1.8386 1.592
P 0.166 2.469 -0.297 0.2741 1.4616 -0.0664 0.050
C -1.501 3.165 -0.173 0.0325 -0.1530 0.0316 -0.002
C 1.160 3.340 0.947 0.3140 0.2656 0.4585 0.015
H 1.086 4.417 0.712 0.0785 -0.3474 0.1639 0.002
H 0.736 4.098 -1.904 0.1468 -0.2300 -0.3036 0.003
H 2.228 3.058 0.946 -0.4854 0.0345 -0.2645 0.000
H 1.881 2.707 -2.006 -0.3285 0.1502 0.0517 0.000
H -1.914 2.882 0.803 -0.0775 0.2151 -0.1866 0.000
H 0.795 3.184 1.978 -0.0700 0.0374 -0.4995 0.000
C 0.827 3.003 -1.893 0.0312 0.2606 -0.0253 0.022
H -1.475 4.259 -0.271 -0.0515 -0.2969 0.0521 -0.001
H 0.234 2.569 -2.707 0.1359 0.2104 0.0937 0.000
H -2.114 2.728 -0.968 -0.0471 0.2257 0.1553 0.000
P 0.151 -2.436 0.067 0.1521 -0.7664 0.0319 0.034
C -1.512 -3.123 0.291 0.1129 0.0660 0.0511 -0.003
C 0.799 -3.164 -1.459 -0.0404 -0.2970 -0.0040 0.018
H 2.228 -2.839 1.351 -0.5074 -0.0749 -0.2411 0.000
H 1.080 -4.214 1.317 0.1113 0.3396 0.1516 0.001
H 0.802 -2.820 2.408 -0.0534 -0.1174 -0.4923 0.000
C 1.159 -3.116 1.405 0.3348 -0.2351 0.5424 0.010
H 1.833 -2.847 -1.667 -0.3593 -0.1818 0.1465 0.000
H 0.744 -4.253 -1.319 0.1838 0.2099 -0.2995 0.003
H -1.461 -4.220 0.357 -0.1247 0.3471 -0.0007 -0.001
H -2.134 -2.823 -0.561 0.0027 -0.2553 0.2526 0.000
H 0.149 -2.872 -2.292 0.2301 -0.2486 0.1160 0.001
H -1.929 -2.702 1.216 -0.0522 -0.2636 -0.1839 0.000
Cl 2.550 -0.010 -0.511 -1.8004 0.0223 -0.0294 0.089
N -0.459 0.539 5.924 0.3622 -0.1312 -1.0134 0.037
C -0.248 0.407 4.599 -0.4780 0.3009 2.5701 0.017
C 1.053 0.308 4.093 0.3944 -0.1007 -1.2300 0.007
C 1.208 0.200 2.727 -0.0765 0.0440 0.4346 0.004
N 0.120 0.172 1.866 -0.1510 0.0654 0.4794 0.017
C -1.144 0.249 2.403 0.0800 0.1788 0.7926 0.005
C -1.361 0.383 3.751 -0.3370 -0.1144 -1.1980 0.008
H 0.309 0.557 6.579 -0.0495 0.0115 0.0212 0.001
H -1.391 0.616 6.301 0.0232 -0.0052 0.0473 0.001
H 1.876 0.337 4.805 0.0999 -0.0509 -0.5226 0.000
H 2.201 0.141 2.271 -0.4572 0.0092 0.1848 -0.001
H -1.989 0.211 1.717 0.0675 0.0243 -0.0554 0.000
H -2.344 0.479 4.212 0.0899 -0.1121 -0.5410 0.000
```
Positions in Å, forces in eV/Å.

E_LUMO (alpha / beta): -0.4452 / -0.4366 Ha
net charge: +3
spin multiplicity: 3
energy: -2089.6461 hartree
frontier orbital gap (alpha / beta): 5.8 / 6.1 eV


The following is a DFT calculation (ωB97M-V/def2-TZVPD) of 3 unconnected molecules or ions with the total composition C12H27FN2O10S3.

The geometry in XYZ format:
```
55
Properties=species:S:1:pos:R:3:forces:R:3:mulliken_charge:R:1
C 0.505 -0.623 2.186 -0.0004 0.0364 -0.0330 -1.102
C 0.288 -1.460 0.928 -0.0163 -0.0550 0.0055 -0.191
C -1.162 -1.520 0.420 0.0612 0.0198 0.0491 -0.742
C -1.941 -0.192 0.444 -0.0560 0.1116 -0.0806 0.655
C -2.640 0.161 -0.882 0.1335 -0.0901 -0.0378 -1.177
C -1.929 1.289 -1.611 0.0364 -0.2367 0.0377 -0.919
N -0.540 0.853 -1.919 -0.0730 0.5955 -0.2804 0.593
N -0.466 0.161 -3.151 0.0862 -0.2853 0.2296 -0.675
C 0.444 -0.989 -3.159 -0.0959 0.0188 -0.0678 0.260
C 0.235 -1.764 -4.455 0.0482 -0.0668 0.0478 -1.245
S 0.651 1.941 -1.656 0.0085 -0.2171 -0.0100 1.115
O 1.913 1.289 -1.692 -0.0511 0.0929 -0.0818 -0.502
O 0.297 2.840 -0.620 0.0395 -0.0569 0.0342 -0.608
F 0.611 2.790 -3.001 -0.0323 0.0042 0.0708 -0.312
H -0.200 -0.899 2.971 0.0183 -0.0297 0.0332 0.137
H 1.519 -0.762 2.564 -0.0206 -0.0354 0.0302 0.434
H 0.384 0.445 1.998 -0.0340 -0.0080 -0.0056 0.295
H 0.948 -1.102 0.131 -0.0331 0.0957 0.0163 0.020
H 0.603 -2.484 1.143 0.0346 -0.0065 -0.0807 0.380
H -1.144 -1.893 -0.608 -0.0058 -0.0695 0.0415 0.310
H -1.700 -2.271 1.001 -0.0463 0.0421 0.0357 0.425
H -1.264 0.628 0.694 -0.0045 -0.0087 0.0289 0.250
H -2.679 -0.199 1.247 0.0772 -0.0493 -0.0631 -0.368
H -3.681 0.448 -0.726 0.0104 0.0483 -0.0072 0.375
H -2.644 -0.708 -1.546 -0.1317 -0.0043 0.0181 0.367
H -2.418 1.525 -2.557 0.0036 0.0955 0.0156 0.340
H -1.880 2.180 -0.988 -0.0250 -0.0184 -0.0172 0.464
H -0.275 0.807 -3.912 0.0270 0.0093 0.0086 0.312
H 1.490 -0.695 -3.050 -0.0168 0.0391 0.0098 0.147
H 0.173 -1.595 -2.295 0.1158 -0.0273 -0.0019 -0.037
H 0.023 -1.087 -5.285 0.0339 0.0044 -0.0065 0.316
H 1.130 -2.328 -4.715 -0.0131 -0.0203 0.0335 0.395
H -0.594 -2.465 -4.370 -0.0686 0.0825 -0.0419 0.293
O -2.774 -2.144 3.648 0.0198 0.0157 0.0053 -0.571
S -3.386 -0.902 3.959 0.0170 0.0068 0.0842 1.235
O -2.671 0.314 3.813 -0.0203 -0.0087 -0.0080 -0.523
O -4.006 -1.007 5.425 0.0000 -0.0805 0.0089 -0.336
C -5.406 -0.688 5.414 -0.0629 0.0785 -0.0117 -0.346
C -5.863 -1.139 4.039 -0.0249 -0.0897 0.0318 -0.320
O -4.773 -0.758 3.184 -0.0192 0.0789 -0.0274 -0.300
H -5.528 0.387 5.552 -0.0037 -0.0017 -0.0145 0.281
H -5.882 -1.230 6.226 0.0519 -0.0307 0.0070 0.302
H -6.757 -0.631 3.690 0.0337 0.0365 -0.0283 0.294
H -5.998 -2.221 3.988 0.0013 0.0019 0.0113 0.276
O 7.799 0.194 0.286 -0.0043 0.0197 -0.0020 -0.546
S 7.510 0.745 -0.989 0.0537 -0.0250 0.0043 1.103
O 8.365 0.490 -2.092 -0.0206 -0.0055 0.0031 -0.541
O 7.286 2.315 -0.808 -0.0011 0.0192 0.0571 -0.317
C 6.005 2.710 -1.325 -0.0591 0.0166 -0.1002 -0.303
C 5.136 1.486 -1.111 -0.0384 0.0616 0.1087 -0.017
O 6.021 0.396 -1.429 -0.0164 -0.0133 -0.0727 -0.300
H 6.110 2.956 -2.382 -0.0095 -0.0122 -0.0003 0.321
H 5.667 3.580 -0.769 0.0506 -0.0143 0.0479 0.292
H 4.277 1.438 -1.772 0.0320 -0.0667 -0.0355 0.111
H 4.810 1.393 -0.074 0.0106 0.0025 0.0003 0.198
```
Positions in Å, forces in eV/Å.

E_LUMO: 0.0129 Ha
SMILES: CCCCCCN(NCC)S(=O)(=O)F.O=S1(=O)OCCO1.O=S1(=O)OCCO1
energy relative to the best compared isomer or geometry (same formula, charge and spin): 0.0 kJ/mol
spin multiplicity: 1
energy: -2629.6937 hartree
frontier orbital gap: 10.4 eV